[1]
C24H44ClN8 | ωB97M-V/def2-TZVPD

Geometry as XYZ:
```
77
Properties=species:S:1:pos:R:3:lowdin_spin:R:1
C -1.84 -3.60 -0.01 0.00
C -2.26 -2.46 -1.01 0.02
N -3.53 -1.82 -0.62 0.20
C -3.52 -0.84 0.46 0.02
C -4.76 -0.24 0.59 0.00
N -5.53 -0.70 -0.48 0.17
C -4.74 -1.64 -1.21 0.37
C -6.96 -0.36 -0.68 0.01
H -2.65 -4.29 0.24 0.00
H -1.73 -3.16 0.98 0.00
H -0.99 -4.25 -0.20 0.00
H -2.61 -2.96 -1.91 0.00
H -1.47 -1.77 -1.30 0.01
H -2.60 -0.73 1.01 0.00
H -5.25 0.40 1.31 0.00
H -5.06 -2.11 -2.13 0.05
H -7.47 -0.21 0.27 0.00
H -7.34 -1.11 -1.37 0.00
H -7.00 0.57 -1.24 0.01
C -6.29 2.19 -4.73 0.00
C -5.06 1.63 -5.45 0.00
N -3.96 1.11 -4.56 0.01
C -3.37 -0.12 -4.68 0.01
C -2.45 -0.24 -3.68 0.01
N -2.34 1.04 -2.99 0.03
C -3.31 1.85 -3.59 0.04
C -1.39 1.51 -1.93 0.01
H -5.95 3.03 -4.11 0.00
H -6.91 1.52 -4.14 0.00
H -7.07 2.53 -5.41 0.00
H -4.61 2.44 -6.02 0.00
H -5.33 0.81 -6.12 0.00
H -3.65 -0.84 -5.44 0.00
H -1.75 -0.98 -3.31 0.00
H -3.51 2.89 -3.37 0.01
H -1.18 2.58 -1.90 0.00
H -0.56 0.81 -1.95 0.00
H -1.89 1.26 -0.99 0.01
C 4.94 6.09 2.30 0.00
C 4.38 4.68 2.47 0.00
N 4.51 3.78 1.34 0.00
C 4.58 4.05 0.02 0.00
C 4.53 2.84 -0.70 0.00
N 4.36 1.80 0.18 0.00
C 4.27 2.42 1.37 0.00
C 4.31 0.40 -0.09 0.00
H 4.63 6.60 3.21 0.00
H 4.57 6.66 1.46 0.00
H 6.03 6.08 2.37 0.00
H 3.33 4.82 2.72 0.00
H 4.65 4.19 3.40 0.00
H 4.72 5.02 -0.42 0.00
H 4.82 2.71 -1.74 0.00
H 4.23 1.92 2.33 0.00
H 4.76 -0.26 0.65 0.00
H 4.49 0.25 -1.15 0.00
H 3.26 0.08 -0.05 0.00
C 1.52 -4.24 1.41 0.00
C 2.77 -3.27 1.22 0.00
N 3.26 -2.76 2.47 0.00
C 2.75 -1.62 3.17 0.00
C 3.28 -1.57 4.45 0.00
N 4.20 -2.63 4.53 0.00
C 4.11 -3.37 3.39 0.00
C 4.91 -2.86 5.78 0.00
H 0.69 -3.75 1.93 0.00
H 1.83 -5.03 2.09 0.00
H 1.28 -4.61 0.41 0.00
H 2.61 -2.46 0.51 0.00
H 3.57 -3.87 0.79 0.00
H 1.96 -1.08 2.67 0.00
H 3.19 -1.00 5.36 0.00
H 4.74 -4.23 3.21 0.00
H 4.87 -3.93 5.97 0.00
H 4.58 -2.35 6.69 0.00
H 5.96 -2.62 5.59 0.00
Cl 0.43 -0.61 0.32 0.00
```

gap between HOMO and LUMO (alpha / beta)	2.7260 / 7.0338	eV
expectation value of S²	0.757
multiplicity	2
highest occupied orbital energy (alpha / beta)	-7.17 / -11.48	eV
LUMO (alpha / beta)	-4.4 / -4.4	eV
total charge	+2
M	480.12	g/mol
ΔE to the lowest compared entry with this formula, charge and spin	16.6	kJ/mol

---

[2]
C11H13N2O2 | ωB97M-V/def2-TZVPD

Geometry as XYZ:
```
28
Properties=species:S:1:pos:R:3:lowdin_charge:R:1
C 3.95 0.18 -0.52 -0.19
C 3.62 -0.61 -1.66 -0.14
C 3.09 0.22 0.46 -0.15
C 2.44 -1.29 -1.69 -0.04
C 1.83 -0.39 0.51 -0.17
C 1.46 -1.16 -0.64 -0.20
C 0.97 -0.37 1.65 0.01
C -0.94 -1.18 0.45 -0.11
C -3.27 -0.03 0.34 -0.05
C -1.24 1.42 0.22 -0.09
C -1.74 0.02 -0.19 -0.26
N 0.25 -1.66 -0.68 -0.16
N -0.30 -0.82 1.59 -0.30
O -0.21 -2.65 -1.42 -0.22
O -0.98 -0.82 2.64 -0.12
H 5.05 0.64 -0.48 0.12
H 4.49 -0.63 -2.36 0.10
H 3.19 0.92 1.30 0.11
H 2.23 -1.96 -2.55 0.11
H 1.34 -0.16 2.70 0.15
H -1.51 -2.02 0.54 0.11
H -3.48 -0.44 1.28 0.04
H -3.74 -0.59 -0.53 0.08
H -3.72 0.97 0.25 0.06
H -1.17 1.56 1.30 0.08
H -2.00 2.05 -0.04 0.02
H -0.30 1.87 -0.04 0.07
H -1.53 0.16 -1.25 0.13
```

gap between HOMO and LUMO (alpha / beta)	5.8165 / 5.8159	eV
SMILES string	CC(C)[C@H]1N([O-])c2ccccc2C=[N+]1[O-]
multiplicity	1
highest occupied orbital energy (alpha / beta)	-2.23 / -2.23	eV
LUMO (alpha / beta)	3.6 / 3.6	eV
total charge	-1
M	205.24	g/mol
ΔE to the lowest compared entry with this formula, charge and spin	587.8	kJ/mol

---

[3]
C35H77N4O4P2RhS5 | ωB97M-V/def2-TZVPD

Geometry as XYZ:
```
128
Properties=species:S:1:pos:R:3:lowdin_spin:R:1
Rh -0.15 -0.84 0.69 2.20
C 0.19 -4.36 4.44 0.00
C -1.00 -3.47 4.12 0.02
S -0.77 -1.95 3.15 0.06
C 0.42 -1.01 4.11 0.00
C 1.87 -1.38 3.79 0.01
S 2.22 -1.46 2.02 0.08
C 1.99 -3.20 1.52 0.01
C 2.33 -4.29 2.54 0.00
S 0.92 -5.30 3.08 0.00
H -0.18 -5.13 5.12 0.00
H 0.97 -3.83 4.98 0.00
H -1.48 -3.15 5.05 0.00
H -1.75 -4.02 3.54 0.00
H 0.20 -1.12 5.18 0.00
H 0.24 0.03 3.83 0.00
H 2.15 -2.32 4.25 0.00
H 2.55 -0.62 4.18 0.00
H 2.63 -3.28 0.64 0.00
H 0.96 -3.33 1.19 0.00
H 2.85 -3.91 3.42 0.00
H 3.01 -5.02 2.09 0.00
C -5.27 -1.85 1.43 0.00
C -3.93 -2.19 2.02 0.00
O -3.07 -2.86 1.07 0.03
P -2.12 -2.12 0.02 0.07
O -1.60 -3.36 -0.82 0.02
C -1.42 -4.72 -0.36 0.00
C -2.63 -5.57 -0.65 0.00
O -3.06 -1.35 -1.00 0.02
C -4.01 -2.02 -1.87 0.00
C -4.98 -0.99 -2.39 0.00
H -5.92 -1.42 2.20 0.00
H -5.76 -2.75 1.04 0.00
H -5.18 -1.13 0.62 0.00
H -4.04 -2.88 2.85 0.00
H -3.42 -1.30 2.41 0.00
H -1.17 -4.72 0.70 0.00
H -0.56 -5.09 -0.92 0.00
H -3.50 -5.24 -0.08 0.00
H -2.42 -6.61 -0.39 0.00
H -2.88 -5.54 -1.72 0.00
H -4.51 -2.82 -1.32 0.00
H -3.44 -2.47 -2.68 0.00
H -5.63 -0.61 -1.60 0.00
H -5.61 -1.44 -3.16 0.00
H -4.44 -0.15 -2.83 0.00
C -2.16 2.04 5.72 0.00
C -2.58 3.04 4.64 0.00
C -1.87 2.84 3.30 0.00
S -2.25 1.25 2.56 0.01
O -1.21 1.06 1.44 0.06
C -3.83 1.64 1.75 0.00
C -3.69 1.98 0.27 0.00
C -3.15 3.38 0.01 0.00
H -2.66 2.27 6.67 0.00
H -1.08 2.09 5.90 0.00
H -2.41 1.01 5.46 0.00
H -2.36 4.05 4.97 0.00
H -3.67 3.00 4.49 0.00
H -0.78 2.82 3.43 0.00
H -2.12 3.61 2.57 0.00
H -4.27 2.47 2.32 0.00
H -4.45 0.76 1.91 0.00
H -4.69 1.88 -0.16 0.00
H -3.07 1.22 -0.21 0.00
H -3.74 4.13 0.53 0.00
H -3.19 3.62 -1.06 0.00
H -2.11 3.47 0.33 0.00
C -2.15 0.24 -5.27 0.00
S -1.67 -0.37 -3.65 0.03
C -1.59 1.18 -2.75 0.00
H -3.11 0.76 -5.22 0.00
H -2.26 -0.63 -5.92 0.00
H -1.40 0.90 -5.69 0.00
H -0.84 1.84 -3.18 0.00
H -1.30 0.93 -1.72 0.00
H -2.56 1.68 -2.75 0.00
N 1.08 -0.53 -0.84 0.29
P 2.11 0.58 -1.05 0.08
N 3.67 0.12 -0.80 0.12
C 4.04 -1.29 -1.03 0.01
C 5.09 -1.42 -2.12 0.00
C 6.33 -0.60 -1.77 0.00
C 5.95 0.86 -1.54 0.00
C 4.82 1.00 -0.52 0.01
N 2.13 1.01 -2.75 0.54
C 1.81 0.00 -3.73 0.08
C 2.18 0.41 -5.14 0.00
C 1.67 1.82 -5.44 0.00
C 2.23 2.84 -4.42 0.02
C 2.92 2.14 -3.24 0.05
N 1.98 2.06 -0.36 0.01
C 0.90 2.96 -0.80 0.00
C 1.29 4.41 -0.52 0.00
C 1.59 4.61 0.96 0.00
C 2.62 3.59 1.46 0.00
C 2.20 2.17 1.10 0.00
H 3.13 -1.85 -1.26 0.00
H 4.45 -1.68 -0.09 0.01
H 4.67 -1.08 -3.08 0.00
H 5.35 -2.48 -2.25 0.00
H 7.08 -0.68 -2.56 0.00
H 6.78 -1.01 -0.86 0.00
H 5.65 1.31 -2.49 0.00
H 6.81 1.42 -1.18 0.00
H 4.47 2.03 -0.47 0.00
H 5.20 0.73 0.47 0.00
H 0.71 -0.23 -3.69 0.03
H 2.28 -0.95 -3.43 0.03
H 1.74 -0.30 -5.83 0.00
H 3.27 0.36 -5.29 0.00
H 0.58 1.81 -5.38 0.00
H 1.93 2.11 -6.45 0.00
H 1.44 3.49 -4.05 0.00
H 2.98 3.49 -4.89 0.00
H 3.11 2.83 -2.42 0.00
H 3.87 1.74 -3.58 0.02
H -0.01 2.72 -0.24 0.00
H 0.68 2.81 -1.86 0.00
H 0.49 5.07 -0.85 0.00
H 2.18 4.65 -1.11 0.00
H 0.66 4.50 1.53 0.00
H 1.95 5.62 1.13 0.00
H 2.73 3.66 2.54 0.00
H 3.59 3.80 1.01 0.00
H 1.27 1.91 1.62 0.00
H 2.96 1.44 1.41 0.00
```

gap between HOMO and LUMO (alpha / beta)	8.7505 / 5.3628	eV
expectation value of S²	6.016
multiplicity	5
highest occupied orbital energy (alpha / beta)	-12.30 / -12.78	eV
LUMO (alpha / beta)	-3.6 / -7.4	eV
total charge	+2
M	943.21	g/mol
ΔE to the lowest compared entry with this formula, charge and spin	130.7	kJ/mol

---

Q: Which E values were calculated for the entries above? A: -1838.45831; -686.77883; -4683.53031, in Eh.